1.
# C22H12AuF3N2S2Sb

A molecular structure, C22H12AuF3N2S2Sb (ωB97M-V with the def2-TZVPD basis set, the OMol25 dataset).

Geometry (Å):
Au  0.2481  -0.0874  0.5520
Sb  -1.1718  2.5615  -0.3236
S  -1.7082  -1.4522  0.8193
S  0.9897  -0.9679  -1.5271
F  -0.4334  1.3838  -6.4045
F  4.5458  4.5601  1.2783
F  -3.6335  8.3205  -0.8947
N  -2.9683  -4.3099  -1.0395
N  -0.0981  -3.7698  -3.5562
C  1.9442  2.7101  -0.4117
C  -1.6126  1.2281  -3.0006
C  -0.8392  2.2208  -2.3989
C  -0.2946  -2.1618  -1.5260
C  0.9522  4.2584  1.1281
C  0.2283  2.6364  -4.5318
C  -1.4874  0.9397  -4.3524
C  2.2111  4.6994  1.5141
C  -3.8059  6.1037  -0.1330
C  -1.9691  4.5633  -0.5410
C  -3.2307  4.8401  -0.0197
C  0.7978  3.2695  0.1547
C  3.3155  4.1295  0.9139
C  0.0842  2.9130  -3.1779
C  -3.0893  7.0865  -0.7773
C  -2.2296  -3.4414  -0.8793
C  3.2138  3.1396  -0.0387
C  -1.8331  6.8641  -1.3063
C  -0.5680  1.6565  -5.0872
C  -1.3156  -2.3469  -0.6349
C  -0.2040  -3.0664  -2.6507
C  -1.2818  5.5966  -1.1805
H  -3.7892  4.0594  0.4856
H  -2.3047  0.6412  -2.4056
H  2.3436  5.4666  2.2656
H  4.1091  2.7146  -0.4727
H  0.0802  4.7099  1.5894
H  0.7168  3.6735  -2.7354
H  1.8545  1.9200  -1.1495
H  -4.7860  6.3266  0.2676
H  -1.3087  7.6706  -1.8022
H  -0.2922  5.4208  -1.5858
H  0.9463  3.1599  -5.1495
H  -2.0659  0.1572  -4.8248

Output
frontier orbital gap = 6.674 eV
calculated total energy = -66042.7783 eV
total charge = -1

From a Mulliken analysis of the wavefunction, the atomic charges in e read: Au 0.20; Sb 1.09; S -0.49; S -0.50; F -0.35; F -0.35; F -0.34; N -0.48; N -0.51; C -0.02; C -0.60; C 0.39; C 0.50; C -0.55; C -0.77; C -0.67; C -0.66; C -0.58; C -0.49; C -0.44; C -0.34; C 0.44; C -0.08; C 0.45; C -0.20; C -0.78; C -0.75; C 0.46; C 0.79; C -0.26; C 0.25; H 0.35; H 0.33; H 0.43; H 0.44; H 0.41; H 0.28; H 0.46; H 0.43; H 0.44; H 0.21; H 0.42; H 0.44

2.
# C3H7N3

A molecular structure, C3H7N3 in a non-equilibrium geometry (ωB97M-V with the def2-TZVPD basis set, the OMol25 dataset).

Geometry (Å):
N  1.5833  -0.5787  -0.3534
N  -0.2647  0.8060  -0.4306
N  2.0363  -1.6725  -0.0585
C  1.1612  0.6342  -0.7644
C  -0.7946  -0.7259  -0.6736
C  -0.5898  0.9053  1.0641
H  -1.5067  1.4125  1.1806
H  -0.9457  -0.1245  1.7083
H  -0.1791  -1.6901  -0.0221
H  -0.6206  -1.0485  -1.7977
H  1.8885  1.2170  -1.2032
H  -1.9887  -0.6629  -0.5787
H  0.2205  1.5282  1.9292

Output
frontier orbital gap = 8.590 eV
calculated total energy = -7688.1546 eV

From a Mulliken analysis of the wavefunction, the atomic charges in e read: N 0.32; N -0.27; N -0.52; C -0.11; C -0.87; C -0.69; H 0.37; H 0.22; H 0.29; H 0.31; H 0.44; H 0.30; H 0.23

3.
# C16H6BBr2Cl5F2N2Tl

A molecular structure, C16H6BBr2Cl5F2N2Tl (ωB97M-V with the def2-TZVPD basis set, the OMol25 dataset).

Geometry (Å):
Tl  -0.7488  -1.0538  -1.4028
Br  -1.1899  5.7640  0.2618
Br  -1.3188  0.0799  5.5323
Cl  4.8807  0.6490  -1.0105
Cl  5.7994  -2.3097  -1.2625
Cl  1.8682  1.3588  -1.1504
Cl  0.6560  -3.8645  -1.7064
Cl  3.6970  -4.5686  -1.6778
F  -3.4534  -1.8450  -2.9480
F  -3.6095  -1.9308  -0.6948
N  -1.2658  1.2780  -0.8418
N  -0.8424  -0.6829  0.9994
C  -1.2381  3.9512  -0.1918
C  -1.1218  -0.2378  3.7009
C  -1.1243  1.6511  0.4351
C  -1.4280  3.5629  -1.5083
C  2.3643  -0.2915  -1.2843
C  -1.4270  2.2100  -1.7812
C  3.7246  -0.5949  -1.2293
C  1.4168  -1.2918  -1.4396
C  3.1962  -2.9387  -1.5207
C  -1.1890  0.8180  2.8050
C  1.8461  -2.6083  -1.5523
C  -1.0365  0.5616  1.4517
C  -0.7830  -1.6935  1.8675
C  -1.0830  2.9886  0.7940
C  -0.9129  -1.5242  3.2311
C  4.1358  -1.9227  -1.3482
B  -2.8945  -1.7160  -1.7761
H  -1.5532  1.8568  -2.7977
H  -0.6310  -2.6820  1.4497
H  -0.9198  3.2938  1.8159
H  -1.5676  4.2889  -2.2955
H  -1.3825  1.8134  3.1734
H  -0.8643  -2.3689  3.9021

Output
frontier orbital gap = 8.041 eV
calculated total energy = -233168.5532 eV
total charge = +1

From a Mulliken analysis of the wavefunction, the atomic charges in e read: Tl 0.61; Br -0.10; Br -0.10; Cl -0.15; Cl -0.15; Cl -0.14; Cl -0.20; Cl -0.16; F -0.15; F -0.17; N -0.03; N -0.08; C -0.08; C -0.10; C 0.67; C -0.72; C 0.81; C -0.22; C -0.16; C -0.62; C -0.24; C -0.76; C 0.57; C 0.61; C -0.22; C -0.66; C -0.75; C 0.50; B 0.44; H 0.43; H 0.49; H 0.46; H 0.46; H 0.45; H 0.46

4.
# C31H43F3HgN7O13RbS

A molecular structure, C31H43F3HgN7O13RbS in a non-equilibrium geometry (ωB97M-V with the def2-TZVPD basis set, the OMol25 dataset).

Geometry (Å):
Hg  -23.4192  -4.3502  -1.3982
Rb  -23.2326  -3.6396  -6.0734
S  -20.4331  -3.9190  -3.3526
F  -18.8309  -5.1168  -1.6247
F  -19.6983  -6.4259  -3.1501
F  -18.0065  -5.1591  -3.6517
O  -19.7331  -2.6967  -3.6690
O  -15.7077  -6.1149  -6.2732
O  -15.8091  -12.4876  1.3965
O  -23.7156  -2.1725  -2.2208
O  -13.6718  -6.1423  -6.8932
O  -21.0755  -4.4415  -4.5326
O  -21.3239  -3.8918  -2.1560
O  -22.2180  -6.1445  -0.5766
O  -15.2144  -10.5689  2.2441
O  -21.2294  -0.5192  -0.0633
O  -19.3045  -6.2926  2.0001
O  -13.6558  -3.4704  -1.0454
O  -15.7287  -2.6875  -0.9266
N  -14.7297  -3.0640  -1.5288
N  -19.1076  0.0489  -0.8054
N  -14.5002  -6.1848  -6.0005
N  -22.3000  -8.4689  -0.5349
N  -23.0269  -0.0691  -2.8115
N  -15.8842  -11.2622  1.4664
N  -18.3384  -4.2848  1.8074
C  -19.1659  1.4554  -0.2878
C  -14.0695  -6.2134  -4.6030
C  -17.9023  -0.3798  -1.5870
C  -14.8695  -2.4921  -5.6962
C  -13.3676  -6.3606  -1.9828
C  -23.7678  -8.6201  -0.6690
C  -17.9198  -10.3993  -1.6263
C  -18.5013  -2.8540  1.7209
C  -15.0567  -6.3193  -3.6459
C  -16.0867  -2.4288  -4.9688
C  -17.4625  -8.3530  -0.4585
C  -13.6231  -2.7677  -5.0960
C  -21.5634  -9.7565  -0.5312
C  -16.5888  -10.5031  0.3917
C  -18.0767  -9.0486  -1.5096
C  -16.6963  -9.0554  0.4936
C  -14.7942  -2.9067  -2.9786
C  -19.1198  -5.2392  -2.9032
C  -16.0309  -2.7153  -3.5974
C  -14.7184  -6.3032  -2.2887
C  -23.1351  1.3436  -2.5186
C  -19.4233  -5.1084  1.9603
C  -23.7528  -0.9494  -2.0814
C  -21.6693  -7.2564  -0.4514
C  -12.7287  -6.3514  -4.2813
C  -22.1340  -0.5242  -3.9104
C  -12.3369  -6.4342  -2.9123
C  -17.1142  -11.1003  -0.7360
C  -17.0391  -4.8758  1.5332
C  -20.1483  -0.7520  -0.6846
C  -13.6556  -3.0000  -3.6866
H  -13.1097  -6.4081  -0.9351
H  -11.3328  -6.4464  -2.5148
H  -24.2350  -7.6890  -0.9900
H  -15.4526  -6.2152  -1.5016
H  -19.8521  -1.7314  -1.0911
H  -16.1053  -6.2728  -3.9001
H  -20.4979  -9.6048  -0.3585
H  -18.3818  -10.8704  -2.4813
H  -23.9567  -9.3197  -1.4832
H  -18.7006  2.1317  -1.0048
H  -24.3227  -0.4636  -1.2744
H  -17.7860  -1.4629  -1.5491
H  -22.5745  -0.3054  -4.8832
H  -17.5876  -7.2804  -0.4391
H  -18.1563  -0.0577  -2.5969
H  -21.6010  -10.1581  -1.5439
H  -12.6522  -2.8888  -5.5533
H  -16.8688  -12.1396  -0.8971
H  -23.9100  1.7217  -1.8518
H  -21.8581  -1.5729  -3.8007
H  -16.9201  -4.5174  0.5107
H  -17.8773  -2.2690  2.3967
H  -16.9411  0.0146  -1.2574
H  -24.2401  -9.0004  0.2367
H  -20.1562  1.8798  -0.1228
H  -14.9562  -2.2319  -6.7408
H  -18.1727  -2.4203  0.7764
H  -21.9081  -10.4627  0.2241
H  -16.2742  -8.5076  1.3231
H  -22.1107  1.5526  -2.2102
H  -17.0600  -5.9645  1.5833
H  -19.5634  -2.6256  1.8098
H  -11.9513  -6.4058  -5.0290
H  -23.3877  1.8561  -3.4468
H  -20.3545  -4.5220  1.9962
H  -20.6137  -7.3501  -0.1527
H  -12.7321  -3.2728  -3.1976
H  -21.2148  0.0564  -3.9883
H  -18.7215  1.5564  0.7023
H  -17.0193  -2.1938  -5.4601
H  -16.3536  -4.4226  2.2493
H  -18.5147  -8.4623  -2.3038
H  -16.9774  -2.6118  -3.0878

Output
frontier orbital gap (spin up / spin down) = 3.357 / 2.929 eV
calculated total energy = -93673.0863 eV
total charge = +3
spin multiplicity = 2

Mulliken population analysis, charges in e, atoms 1 to 99: Hg 1.74; Rb 0.96; S 0.56; F 0.33; F -0.22; F -0.08; O -0.50; O -0.63; O -0.54; O -0.69; O -0.61; O -0.69; O -0.20; O -0.71; O -0.54; O -0.78; O -0.35; O -0.56; O -0.62; N 1.08; N 0.26; N 1.19; N 0.16; N 0.25; N 0.95; N 0.28; C -1.11; C -0.37; C -0.59; C -0.60; C -0.66; C -0.88; C -0.56; C -0.53; C 0.18; C -1.18; C 0.60; C -0.86; C -0.72; C -0.38; C -0.85; C -0.33; C -0.24; C 0.17; C 0.81; C -0.40; C -0.84; C 0.17; C 0.06; C 0.34; C -0.47; C -0.57; C -0.85; C -0.41; C -0.62; C 0.59; C -0.13; H 0.42; H 0.44; H 0.21; H 0.76; H -0.07; H 0.51; H 0.02; H 0.51; H 0.35; H 0.40; H 0.37; H -0.27; H 0.45; H 0.16; H 0.49; H 0.38; H 0.48; H 0.49; H 0.36; H -0.25; H 0.28; H 0.33; H 0.42; H 0.32; H 0.36; H 0.41; H 0.13; H 0.37; H 0.49; H 0.24; H 0.27; H 0.30; H 0.51; H 0.35; H 0.34; H 0.11; H 0.53; H 0.33; H 0.32; H 0.56; H 0.33; H 0.35

5.
# C3H11NO3S

3 unconnected molecules or ions with the total composition C3H11NO3S in a non-equilibrium geometry (ωB97M-V with the def2-TZVPD basis set, the OMol25 dataset).

Geometry (Å):
S  -1.5762  -0.1574  -1.9892
O  2.3828  2.6520  2.1962
O  0.5975  0.3196  1.8779
O  2.8011  -0.3845  -2.1982
N  -1.5460  -1.9778  0.5762
C  -0.6883  -0.8114  0.4511
C  -0.4074  -0.3671  1.9246
C  -1.0531  0.4371  -0.3159
H  2.4160  3.1550  1.3693
H  -0.3266  1.2135  -0.3965
H  2.6465  -1.2659  -1.8287
H  -1.0672  -0.4448  2.7476
H  0.3428  -1.2873  0.0594
H  3.1638  0.1428  -1.5137
H  -2.4752  -1.7245  0.8971
H  -1.4536  -2.5348  -0.2968
H  1.8830  1.8824  1.9148
H  -0.3986  0.1838  -2.5684
H  -2.0470  0.7939  0.0437

Output
frontier orbital gap = 9.758 eV
calculated total energy = -21755.6118 eV
SMILES = N[C@H](C=O)CS.O.O

From a Mulliken analysis of the wavefunction, the atomic charges in e read: S -0.23; O -0.62; O -0.49; O -0.63; N -0.59; C 0.35; C -0.17; C -0.76; H 0.31; H 0.40; H 0.31; H 0.41; H 0.07; H 0.31; H 0.23; H 0.27; H 0.40; H 0.14; H 0.28

6.
# C14H28AlF3NPb

A molecular structure, C14H28AlF3NPb in a non-equilibrium geometry (ωB97M-V with the def2-TZVPD basis set, the OMol25 dataset).

Geometry (Å):
Pb  -3.5662  2.5193  -0.0206
Al  -0.7756  0.5547  -2.5872
F  -2.0482  4.8675  0.4690
F  1.0876  4.5950  1.7389
F  1.3810  4.0584  -0.8081
N  0.9632  0.4764  -1.7805
C  -1.6567  -1.0213  0.1241
C  -1.4462  -0.8103  3.9236
C  2.2767  -0.9981  -0.1870
C  -0.9431  3.8974  0.2648
C  -0.6415  -1.4382  2.6138
C  1.5232  -0.9223  -1.6788
C  0.5204  4.2010  0.4252
C  3.8485  -0.5633  -0.3497
C  -1.7893  2.1237  -1.6840
C  -1.7003  -2.0225  1.4621
C  4.7626  -1.1508  0.8778
C  -1.3389  2.3542  -0.1218
C  -2.0410  -1.9333  -1.1819
C  -1.8171  -1.2065  -2.6332
H  -3.2072  -2.1749  -1.0980
H  -0.5674  1.0165  -4.1173
H  -0.3953  1.6848  0.1420
H  4.2436  -0.9588  -1.3989
H  -1.4009  -3.1359  1.2009
H  -0.5805  -0.5625  0.1160
H  -2.9525  2.0154  -1.8339
H  -2.3595  -0.1573  3.5813
H  -1.3031  -1.9785  -3.3651
H  3.9748  0.6228  -0.3220
H  1.7554  -0.1433  0.4631
H  1.6497  0.9926  -2.4097
H  -2.8811  -0.9727  -3.1086
H  0.0487  -0.5827  2.2066
H  -1.5124  -2.9910  -1.2159
H  -0.6788  -0.0980  4.4969
H  -2.7632  -2.0669  1.9538
H  4.0670  -1.3584  1.8023
H  -2.4679  -0.1755  0.2123
H  0.0656  -2.3149  2.9566
H  0.7312  -1.7825  -1.6655
H  5.6543  -0.4567  1.2000
H  2.3473  -1.1921  -2.4644
H  -1.4381  3.0995  -2.2746
H  5.2405  -2.1635  0.5140
H  -2.2131  1.9634  0.5622
H  2.0922  -2.0123  0.3664
H  -1.7486  -1.6978  4.6330

Output
frontier orbital gap = 3.497 eV
calculated total energy = -36436.5605 eV
total charge = +1

From a Mulliken analysis of the wavefunction, the atomic charges in e read: Pb 0.72; Al 0.09; F -0.29; F -0.16; F -0.14; N -0.26; C 1.44; C -1.01; C -0.03; C 0.42; C -0.13; C -0.64; C 0.31; C -0.34; C -0.35; C -0.74; C -0.90; C 0.35; C -0.90; C -0.53; H 0.29; H -0.34; H 0.16; H 0.25; H 0.31; H -0.60; H 0.18; H 0.20; H 0.30; H 0.18; H -0.09; H 0.28; H 0.26; H 0.02; H 0.29; H 0.32; H 0.35; H 0.25; H -0.65; H 0.30; H -0.05; H 0.28; H 0.51; H 0.39; H 0.23; H -0.12; H 0.32; H 0.30